1.
A cluster of 13 separate species, C24H65F3N25O15S in total at a distorted geometry, computed with wB97M-V/def2-TZVPD.

Structure (ORCA input):
```
! wB97M-V def2-TZVPD RIJCOSX def2/J DEFGRID3
* xyz 1 1
O -4.74 1.31 1.96
S -5.03 -0.08 2.16
O -5.25 -0.49 3.51
O -6.38 -0.35 1.30
C -3.77 -1.07 1.32
C -3.66 -0.57 -0.17
C -2.25 -0.10 -0.63
C -1.47 0.75 0.40
N -0.09 0.95 -0.17
C 0.24 2.18 -0.61
C 1.47 2.47 -1.16
C 2.41 1.43 -1.26
C 2.06 0.16 -0.76
C 0.80 -0.08 -0.21
C 0.47 -1.47 0.33
C 1.65 -2.22 0.98
C 1.82 -1.93 2.47
F 2.52 -0.78 2.66
F 2.48 -2.96 3.07
F 0.65 -1.80 3.14
H -6.47 -1.30 1.11
H -4.16 -2.10 1.30
H -2.82 -1.11 1.87
H -3.91 -1.44 -0.80
H -4.41 0.20 -0.39
H -2.41 0.55 -1.51
H -1.69 -0.98 -1.00
H -1.91 1.76 0.49
H -1.32 0.29 1.38
H -0.49 2.99 -0.53
H 1.71 3.48 -1.50
H 3.41 1.56 -1.71
H 2.82 -0.61 -0.86
H 0.12 -2.07 -0.53
H -0.37 -1.43 1.04
H 2.62 -2.09 0.48
H 1.40 -3.30 0.91
C 6.09 -0.95 -1.59
O 5.10 -0.60 -0.95
N 6.20 -0.77 -2.93
N 7.16 -1.54 -0.99
H 7.01 -1.05 -3.46
H 5.43 -0.34 -3.40
H 7.11 -1.68 0.00
H 7.98 -1.83 -1.48
C 6.97 2.87 0.39
O 6.74 3.34 -0.71
N 6.35 1.72 0.83
N 7.84 3.41 1.27
H 6.52 1.31 1.73
H 5.70 1.29 0.20
H 8.32 4.25 0.99
H 8.03 3.01 2.18
C -0.91 -5.51 0.34
O -0.51 -4.39 -0.01
N -0.26 -6.24 1.29
N -2.00 -6.09 -0.18
H -0.56 -7.15 1.59
H 0.56 -5.85 1.70
H -2.51 -5.58 -0.88
H -2.34 -7.01 0.10
C -7.33 2.50 -1.66
O -7.60 2.98 -2.76
N -7.01 1.18 -1.50
N -7.31 3.24 -0.53
H -6.77 0.77 -0.62
H -7.01 0.61 -2.33
H -7.54 4.21 -0.60
H -7.09 2.87 0.38
C -3.92 -9.46 -0.42
O -3.28 -8.65 0.25
N -4.19 -9.27 -1.74
N -4.42 -10.60 0.12
H -4.71 -9.91 -2.30
H -3.84 -8.43 -2.16
H -4.24 -10.77 1.09
H -4.95 -11.28 -0.40
C 0.91 -4.06 6.65
O 0.22 -4.51 7.54
N 0.48 -3.97 5.36
N 2.19 -3.62 6.85
H 1.03 -3.60 4.61
H -0.46 -4.28 5.17
H 2.55 -3.68 7.79
H 2.78 -3.25 6.13
C -2.98 2.29 -3.88
O -2.17 1.57 -3.31
N -2.74 2.84 -5.10
N -4.18 2.60 -3.33
H -3.39 3.44 -5.58
H -1.86 2.63 -5.53
H -4.39 2.21 -2.43
H -4.87 3.20 -3.77
C -8.24 6.92 -3.69
O -8.05 8.08 -4.00
N -7.24 5.99 -3.65
N -9.48 6.44 -3.37
H -7.39 5.03 -3.40
H -6.32 6.30 -3.88
H -10.24 7.09 -3.39
H -9.65 5.48 -3.12
C -5.12 5.44 1.66
O -6.19 5.28 1.10
N -4.52 6.66 1.77
N -4.43 4.40 2.22
H -3.65 6.81 2.23
H -5.00 7.44 1.37
H -4.85 3.49 2.15
H -3.55 4.50 2.69
C 9.20 6.72 -0.70
O 8.54 6.25 0.21
N 8.73 6.80 -1.98
N 10.47 7.20 -0.52
H 9.25 7.18 -2.74
H 7.80 6.45 -2.14
H 10.85 7.15 0.40
H 11.02 7.59 -1.26
C 9.26 1.77 4.59
O 8.81 2.10 3.50
N 10.59 1.57 4.79
N 8.47 1.58 5.68
H 10.99 1.30 5.67
H 11.20 1.71 4.01
H 7.49 1.72 5.56
H 8.82 1.31 6.58
C -1.12 -5.83 -4.04
O -2.09 -5.45 -3.42
N -1.01 -5.67 -5.39
N -0.06 -6.44 -3.44
H -0.21 -5.98 -5.93
H -1.77 -5.23 -5.87
H -0.11 -6.57 -2.44
H 0.75 -6.76 -3.93
*
```

2.
A structure of composition C24H66B3N2O4Sn2 at a distorted geometry, computed with wB97M-V/def2-TZVPD.

Structure (ORCA input):
```
! wB97M-V def2-TZVPD RIJCOSX def2/J DEFGRID3
* xyz 1 1
Sn 4.15 0.13 -0.97
Sn 2.02 -3.22 0.79
B 1.22 -0.40 -0.11
H 1.47 -0.74 1.01
H 1.84 0.60 -0.28
H 1.60 -1.22 -0.88
H 0.08 -0.18 -0.26
B 3.44 -2.78 -1.77
H 2.33 -3.16 -1.93
H 3.59 -1.79 -2.43
H 3.68 -2.52 -0.63
H 4.22 -3.61 -2.03
B 4.41 -1.26 1.46
H 5.36 -0.58 1.50
H 3.99 -1.54 2.53
H 3.53 -0.74 0.82
H 4.71 -2.24 0.87
C -2.56 -2.63 -1.49
C -1.19 -2.70 -0.84
N -0.88 -4.01 -0.24
C -0.92 -5.11 -1.21
C 0.00 -4.97 -2.41
C -1.70 -4.27 0.94
C -1.16 -5.37 1.86
H -3.36 -2.85 -0.79
H -2.68 -3.26 -2.38
H -2.73 -1.61 -1.84
H -0.48 -2.52 -1.65
H -1.15 -1.95 -0.06
H -0.61 -6.03 -0.71
H -1.95 -5.34 -1.53
H 0.96 -4.57 -2.07
H 0.09 -5.89 -2.99
H -0.42 -4.28 -3.15
H -2.73 -4.55 0.69
H -1.84 -3.36 1.53
H -1.90 -5.62 2.62
H -0.20 -5.06 2.27
H -0.89 -6.25 1.28
C -2.40 4.82 2.04
C -3.32 4.69 0.84
N -2.83 3.73 -0.16
C -2.93 2.38 0.35
C -2.41 1.29 -0.58
C -3.42 3.92 -1.48
C -4.94 3.73 -1.58
H -2.69 5.63 2.71
H -1.41 5.07 1.64
H -2.35 3.93 2.66
H -4.31 4.34 1.20
H -3.49 5.65 0.35
H -2.34 2.33 1.27
H -3.96 2.11 0.67
H -2.26 0.33 -0.10
H -2.94 1.17 -1.52
H -1.41 1.62 -0.89
H -2.94 3.21 -2.16
H -3.15 4.87 -1.95
H -5.23 2.75 -1.18
H -5.27 3.73 -2.62
H -5.48 4.53 -1.07
C 0.92 3.67 -2.41
C 1.73 3.32 -1.18
O 2.93 3.09 -1.27
C 1.02 3.27 0.13
H 0.44 4.64 -2.28
H 0.18 2.89 -2.59
H 1.63 3.75 -3.23
H 0.48 2.32 0.21
H 0.29 4.04 0.38
H 1.73 3.24 0.96
C 0.70 0.96 -5.29
C 1.25 0.27 -4.06
O 2.18 0.73 -3.42
C 0.56 -1.01 -3.67
H -0.36 0.75 -5.45
H 1.24 0.63 -6.18
H 0.88 2.03 -5.20
H -0.30 -0.77 -3.05
H 1.19 -1.59 -2.99
H 0.30 -1.63 -4.53
C 2.08 1.23 3.11
C 3.53 1.52 2.85
O 3.92 1.86 1.75
C 4.45 1.72 4.03
H 1.56 1.35 2.16
H 1.69 1.96 3.83
H 2.00 0.20 3.44
H 5.48 1.70 3.68
H 4.31 0.89 4.73
H 4.23 2.65 4.54
C -0.90 -0.40 2.57
C -0.16 -1.33 3.49
O 0.38 -2.33 3.06
C -0.09 -0.95 4.94
H -1.88 -0.13 2.95
H -0.86 -0.81 1.57
H -0.25 0.48 2.58
H 0.63 -1.55 5.48
H -1.08 -1.16 5.36
H 0.13 0.11 5.07
*
```

3.
A cluster of 15 separate species, C24H66ClF8N5O19P in total at a distorted geometry, computed with wB97M-V/def2-TZVPD.

Structure (ORCA input):
```
! wB97M-V def2-TZVPD RIJCOSX def2/J DEFGRID3
* xyz 1 1
C 2.08 -5.34 0.75
C 1.48 -4.35 1.14
C 0.58 -3.17 1.63
C -0.53 -2.84 0.57
C -0.73 -1.50 -0.18
N -1.23 -0.20 0.41
C -1.39 -0.53 1.87
C -2.60 0.25 -0.10
C -2.65 0.35 -1.73
C -3.92 -0.05 -2.55
C -3.52 -1.09 -3.72
Cl -2.80 -0.07 -5.09
N -3.70 -0.63 0.15
C -3.98 -2.01 0.30
C -4.00 -3.03 -0.96
C -3.03 1.67 0.57
C -3.97 1.62 1.88
C -4.22 0.39 2.81
N -5.21 -0.44 2.77
C -3.96 2.63 -0.37
F -4.21 3.71 0.57
F -5.17 2.09 -0.76
C -3.49 3.56 -1.52
F -4.41 4.66 -1.57
F -2.29 4.20 -1.49
F -3.69 3.13 -2.85
O -2.00 2.59 0.82
C -0.64 2.26 1.08
C 0.06 3.64 0.62
C 1.52 4.00 1.07
N 1.70 4.38 2.52
O -0.54 2.41 2.52
N 0.34 1.73 3.24
O -0.01 1.51 4.35
C -0.14 0.91 0.37
C 1.30 0.41 0.80
C 2.39 -0.23 -0.09
O 2.56 -1.67 -0.06
C 3.81 0.24 0.52
F 4.09 1.56 0.26
F 3.86 -0.02 1.90
F 4.77 -0.61 -0.03
P 0.27 1.47 -1.44
O 1.58 2.27 -1.54
H 2.32 -6.42 0.64
H 0.10 -3.58 2.58
H 1.24 -2.33 1.99
H -1.52 -3.15 1.06
H -0.40 -3.64 -0.23
H 0.11 -1.36 -0.93
H -1.55 -1.84 -0.89
H -0.48 -0.89 2.42
H -2.17 -1.32 2.09
H -1.72 0.32 2.53
H -1.80 -0.25 -2.22
H -2.37 1.37 -2.11
H -4.83 -0.49 -2.07
H -4.31 0.83 -3.15
H -2.77 -1.82 -3.31
H -4.43 -1.64 -4.08
H -4.60 -0.14 0.06
H -5.07 -2.11 0.62
H -3.50 -2.64 1.13
H -2.98 -3.32 -1.33
H -4.44 -3.98 -0.51
H -4.74 -2.73 -1.75
H -5.06 1.85 1.67
H -3.57 2.42 2.59
H -3.50 0.20 3.67
H -5.81 -0.13 1.98
H -0.58 4.42 1.16
H -0.04 3.92 -0.45
H 2.35 3.32 0.71
H 1.75 4.98 0.54
H 2.13 3.61 3.05
H 0.77 4.61 2.89
H 1.78 1.38 1.18
H 1.34 -0.18 1.78
H 2.51 -0.01 -1.18
H 2.25 -2.01 -0.93
H -0.65 2.49 -1.88
H 0.36 0.37 -2.34
O 6.96 1.82 1.83
H 6.24 1.59 1.24
H 7.57 2.32 1.28
O -4.82 -0.26 -8.27
H -4.13 -0.23 -7.60
H -5.59 -0.58 -7.79
O 8.13 2.75 4.48
H 7.62 2.38 3.75
H 8.55 1.98 4.88
O -3.89 -2.98 -7.25
H -2.96 -3.17 -7.39
H -4.17 -2.53 -8.06
O 0.74 -0.01 -4.18
H 0.01 -0.23 -4.77
H 1.34 0.52 -4.73
O 2.64 -4.95 3.60
H 3.25 -4.21 3.53
H 3.18 -5.67 3.96
O 2.17 2.62 -4.87
H 2.92 3.12 -5.24
H 2.38 2.53 -3.93
O 0.01 2.54 7.34
H 0.93 2.73 7.12
H -0.38 2.28 6.50
O 4.86 -6.30 5.19
H 4.72 -6.63 6.09
H 5.80 -6.12 5.14
O 3.11 -1.29 -2.95
H 4.05 -1.48 -3.11
H 2.82 -0.85 -3.76
O -4.52 7.49 0.03
H -4.19 6.60 0.19
H -4.89 7.45 -0.86
O 3.61 -6.80 -1.19
H 4.55 -6.97 -1.36
H 3.31 -6.36 -2.00
O 6.93 -1.09 -2.03
H 6.24 -0.82 -1.41
H 7.30 -1.89 -1.64
O 5.73 0.15 4.32
H 5.01 -0.08 3.73
H 6.34 0.66 3.76
*
```

4.
A cluster of 6 separate species, C24H66ClN9O13P3 in total at a distorted geometry, computed with wB97M-V/def2-TZVPD.

Structure (ORCA input):
```
! wB97M-V def2-TZVPD RIJCOSX def2/J DEFGRID3
* xyz -1 1
Cl -0.04 -0.60 0.51
O -0.76 0.42 -0.21
O 0.98 -1.04 -0.43
O 0.50 0.10 1.62
O -0.93 -1.66 0.91
O -2.05 2.70 -2.00
P -3.31 3.23 -1.42
N -4.48 2.12 -0.98
C -4.13 0.76 -0.65
C -5.76 2.46 -0.53
N -4.08 4.35 -2.46
C -3.50 5.61 -2.73
C -4.77 3.78 -3.69
N -3.10 4.11 0.12
C -3.99 5.18 0.60
C -2.40 3.37 1.20
H -4.90 0.01 -0.84
H -4.02 0.80 0.44
H -3.21 0.44 -1.14
H -5.75 2.44 0.56
H -6.57 1.77 -0.77
H -5.98 3.42 -0.99
H -2.53 5.48 -3.22
H -4.12 6.24 -3.37
H -3.32 6.22 -1.84
H -4.09 3.40 -4.46
H -5.34 2.89 -3.40
H -5.41 4.46 -4.26
H -3.56 5.95 1.25
H -4.32 5.77 -0.26
H -4.82 4.75 1.17
H -1.45 2.97 0.83
H -3.02 2.52 1.50
H -2.16 3.98 2.07
O 6.53 -2.68 3.20
P 5.34 -3.56 3.44
N 5.04 -3.96 5.13
C 3.75 -4.37 5.68
C 6.04 -3.63 6.14
N 5.41 -5.04 2.68
C 4.37 -6.08 2.76
C 6.23 -5.15 1.45
N 3.85 -2.86 3.00
C 3.55 -2.81 1.55
C 3.44 -1.67 3.68
H 3.09 -4.79 4.92
H 3.27 -3.52 6.17
H 3.93 -5.13 6.45
H 6.21 -4.49 6.78
H 5.62 -2.86 6.80
H 7.03 -3.38 5.76
H 4.72 -7.07 2.44
H 4.17 -6.22 3.82
H 3.47 -5.74 2.25
H 6.04 -6.16 1.09
H 5.83 -4.45 0.71
H 7.25 -4.84 1.65
H 2.48 -2.64 1.43
H 4.10 -1.95 1.15
H 3.91 -3.67 0.98
H 2.41 -1.41 3.44
H 4.24 -0.94 3.53
H 3.42 -1.99 4.72
O -1.27 -0.09 -4.20
P -2.30 -1.06 -4.62
N -3.80 -0.39 -5.16
C -4.45 0.54 -4.25
C -4.68 -1.15 -6.04
N -2.84 -2.15 -3.36
C -4.11 -2.85 -3.32
C -1.83 -2.54 -2.41
N -1.71 -2.08 -5.89
C -1.84 -3.54 -5.82
C -1.34 -1.51 -7.19
H -5.12 1.24 -4.74
H -3.64 1.21 -3.96
H -4.93 0.04 -3.41
H -5.42 -0.50 -6.50
H -5.31 -1.91 -5.56
H -4.04 -1.65 -6.77
H -4.27 -3.33 -2.36
H -4.97 -2.22 -3.55
H -4.14 -3.64 -4.07
H -2.18 -3.33 -1.75
H -1.02 -3.04 -2.95
H -1.17 -1.85 -1.90
H -1.33 -4.08 -6.62
H -1.50 -3.97 -4.88
H -2.89 -3.81 -5.93
H -0.65 -2.18 -7.72
H -0.77 -0.59 -7.08
H -2.19 -1.38 -7.86
C 1.15 0.79 4.77
O 1.64 2.12 4.89
C 0.96 3.10 5.48
O -0.21 3.03 5.93
O 1.73 4.17 5.63
C 1.23 5.29 6.36
H 1.79 0.32 4.03
H 0.06 0.76 4.73
H 1.41 0.24 5.67
H 1.87 6.13 6.63
H 0.85 4.95 7.32
H 0.35 5.70 5.86
C 3.60 1.51 1.64
O 4.43 2.50 1.04
C 4.30 2.67 -0.32
O 3.53 2.10 -1.09
O 5.23 3.56 -0.71
C 5.68 3.50 -2.04
H 4.04 1.16 2.57
H 3.56 0.58 1.07
H 2.61 1.95 1.74
H 4.89 3.66 -2.76
H 6.14 2.54 -2.25
H 6.54 4.15 -2.22
*
```

Relative energy (zero: lowest compared OMol25 entry of this formula, charge and spin) = 3.5409 eV

no.,DFT total energy (hartree),gap between HOMO and LUMO (Ha)
1,-4149.14985,0.27068
2,-1867.19928,0.23871
3,-4257.16127,0.29911
4,-3909.06724,0.29739